ORCA calculation (the ωB97M-V functional and the def2-TZVPD basis) on a structure of composition C40H49BrClF5HfNO at a distorted geometry.

```
99
Properties=species:S:1:pos:R:3:lowdin_charge:R:1
Hf 1.236 0.574 1.017 1.68
C 1.828 1.044 3.125 -0.23
C 1.392 -0.267 3.539 -0.18
C -0.082 -0.176 3.511 -0.16
C -0.422 1.176 3.458 -0.04
C 0.696 1.960 3.156 -0.25
C 0.752 3.480 3.476 -0.49
C -0.390 4.164 2.717 -0.05
C 2.131 4.128 3.024 -0.04
C 0.647 3.849 5.012 -0.05
C -1.137 -1.304 3.542 -0.53
C -2.083 -1.151 2.342 -0.08
C -0.568 -2.733 3.565 -0.03
C -2.113 -0.999 4.712 -0.06
C 2.278 -1.261 4.241 -0.54
C 1.672 -1.387 5.625 -0.05
C 2.574 -2.597 3.542 -0.04
C 3.656 -0.665 4.391 -0.09
H 2.841 1.409 3.042 0.10
H -1.391 1.603 3.643 0.12
H -0.440 3.973 1.636 0.08
H -0.276 5.262 2.896 0.09
H -1.295 3.894 3.188 0.06
H 2.257 5.086 3.468 0.06
H 2.129 4.309 1.918 0.09
H 2.990 3.543 3.211 0.05
H -0.194 3.436 5.609 0.08
H 0.413 4.965 5.020 0.09
H 1.606 3.666 5.520 0.08
H -1.659 -1.380 1.348 0.07
H -2.454 -0.093 2.275 0.09
H -2.921 -1.869 2.554 0.10
H -0.136 -2.939 2.559 0.10
H -1.418 -3.351 3.792 0.07
H 0.149 -2.830 4.373 0.05
H -2.795 -0.225 4.392 0.06
H -1.539 -0.497 5.540 0.10
H -2.612 -1.893 5.063 0.07
H 0.688 -1.685 5.580 0.02
H 1.668 -0.411 6.154 0.11
H 2.171 -2.039 6.383 0.10
H 1.916 -2.492 2.638 0.07
H 2.315 -3.541 4.052 0.08
H 3.692 -2.708 3.387 0.09
H 3.677 0.386 4.684 0.08
H 4.220 -0.701 3.437 0.09
H 4.277 -1.176 5.131 0.09
Cl 4.057 1.939 -2.578 0.71
C 3.291 0.414 -2.524 -0.62
C 3.088 -0.206 -3.729 -0.16
C 3.353 -1.561 -3.841 -0.13
C 3.278 -2.327 -2.695 -0.12
C 3.030 -1.777 -1.412 -0.07
C 3.151 -0.386 -1.277 -0.34
C 3.264 0.216 0.005 -0.27
H 2.794 0.303 -4.605 0.08
H 3.625 -2.025 -4.778 0.09
H 3.568 -3.413 -2.685 0.11
H 2.743 -2.373 -0.510 0.12
H 3.851 1.169 0.063 0.06
H 3.756 -0.464 0.677 0.04
Br -2.388 -6.488 -4.465 0.67
C -3.014 -4.655 -4.672 -0.63
C -4.167 -4.475 -3.869 -0.20
C -4.607 -3.187 -3.692 -0.12
C -4.200 -2.129 -4.397 -0.05
N -3.020 -2.260 -5.166 -0.07
C -2.481 -3.593 -5.382 -0.03
H -4.635 -5.394 -3.360 0.10
H -5.484 -2.960 -3.081 0.12
H -4.536 -1.059 -4.337 0.14
H -1.578 -3.569 -5.966 0.11
F -3.368 2.001 -1.995 0.07
C -2.084 2.238 -1.673 -0.19
C -1.287 3.315 -2.059 -0.11
F -1.761 4.085 -3.123 0.04
C -0.107 3.552 -1.384 -0.15
F 0.793 4.494 -1.760 0.06
C 0.436 2.624 -0.460 -0.41
O 1.712 2.590 -0.026 -0.22
C -0.300 1.478 -0.183 -0.15
F 0.717 -1.205 0.576 -0.39
C -1.502 1.283 -0.814 -0.22
F -2.234 0.209 -0.366 0.03
C -1.664 0.084 -4.138 -0.05
C -1.935 0.010 -5.639 -0.61
C -0.658 0.297 -6.493 -0.05
C -3.031 1.041 -5.994 -0.05
C -2.528 -1.279 -5.952 -0.16
H -1.082 0.984 -3.954 0.08
H -0.932 -0.742 -3.879 0.11
H -2.493 0.040 -3.392 0.08
H -0.927 0.496 -7.573 0.09
H 0.047 -0.551 -6.463 0.08
H -0.110 1.163 -6.211 0.06
H -4.052 0.573 -6.075 0.09
H -2.754 1.620 -6.899 0.07
H -3.009 1.828 -5.183 0.09
H -2.569 -1.506 -7.099 0.16
```

Output
HOMO   -4.3 eV
LUMO energy   0.0683 Eh
Total charge   -1

***

ORCA calculation (the ωB97M-V functional and the def2-TZVPD basis) on a structure of composition C40H49F5N7O3STc.

```
106
Properties=species:S:1:pos:R:3:lowdin_charge:R:1
Tc -0.495 0.129 0.962 1.67
O -3.996 -5.735 2.279 -0.03
C -4.622 -4.749 1.503 -0.19
C -3.663 -3.610 1.322 -0.12
C -4.011 -2.494 0.563 0.04
C -3.115 -1.458 0.441 -0.10
N -1.904 -1.486 1.023 -0.04
C -1.548 -2.568 1.749 -0.17
C -2.404 -3.639 1.913 0.09
C -0.188 -2.514 2.331 -0.17
C 0.338 -3.527 3.104 0.09
C 1.627 -3.410 3.616 -0.12
C 2.216 -4.494 4.469 -0.19
O 1.293 -5.548 4.546 -0.03
C 2.351 -2.261 3.315 0.04
C 1.774 -1.284 2.539 -0.11
N 0.525 -1.393 2.048 -0.05
H -4.604 -6.465 2.441 0.12
H -5.529 -4.357 1.979 0.15
H -4.909 -5.121 0.512 0.15
H -4.978 -2.424 0.081 0.14
H -3.352 -0.564 -0.120 0.10
H -2.126 -4.503 2.497 0.13
H -0.230 -4.416 3.329 0.13
H 2.442 -4.065 5.453 0.15
H 3.168 -4.806 4.022 0.15
H 1.625 -6.236 5.133 0.12
H 3.358 -2.117 3.685 0.14
H 2.305 -0.375 2.301 0.08
F 0.916 1.045 3.715 0.08
C -0.399 1.310 3.754 -0.22
C -1.212 0.977 2.673 -0.12
C -2.562 1.291 2.817 -0.22
F -3.429 1.012 1.826 0.08
C -3.079 1.902 3.942 -0.14
F -4.368 2.189 4.017 0.16
C -2.231 2.220 4.996 -0.11
F -2.705 2.798 6.074 0.19
C -0.879 1.917 4.900 -0.14
F -0.062 2.208 5.897 0.17
C 1.647 3.492 1.445 -0.02
N -0.621 3.247 0.525 0.06
C -0.796 4.672 0.895 -0.11
C -2.255 5.055 0.976 -0.12
C -2.946 4.621 -0.293 -0.10
N -2.755 3.171 -0.448 -0.03
C -3.896 2.414 -0.964 0.02
C -1.641 2.579 -0.056 -0.44
O -1.563 1.287 -0.235 -0.20
H 1.741 4.571 1.352 0.10
H 2.649 3.065 1.415 0.10
H 1.214 3.244 2.411 0.09
H -0.276 5.292 0.158 0.15
H -0.325 4.824 1.863 0.13
H -2.332 6.133 1.108 0.14
H -2.733 4.581 1.836 0.13
H -2.548 5.137 -1.170 0.15
H -4.018 4.802 -0.252 0.14
H -4.627 2.242 -0.173 0.11
H -3.569 1.468 -1.381 0.08
H -4.358 3.003 -1.754 0.11
N 0.967 1.380 0.522 -0.49
C 0.816 2.862 0.327 -0.45
C 1.256 3.338 -1.065 -0.20
C 2.435 4.061 -1.236 -0.03
C 2.785 4.572 -2.480 -0.04
C 1.960 4.374 -3.575 -0.05
C 0.794 3.635 -3.425 -0.06
C 0.451 3.115 -2.185 -0.05
H 3.089 4.258 -0.398 0.12
H 3.696 5.147 -2.582 0.12
H 2.218 4.798 -4.536 0.12
H 0.138 3.477 -4.272 0.12
H -0.469 2.549 -2.112 0.11
C 5.987 -1.316 -2.599 -0.09
C 4.723 -0.511 -2.317 -0.28
C 4.089 0.026 -3.594 -0.17
C 2.831 0.853 -3.356 -0.14
N 1.744 0.003 -2.818 0.12
C 1.430 -0.167 -1.581 -0.50
S 2.271 0.649 -0.238 1.06
N 0.397 -0.997 -1.185 -0.04
C -0.482 -1.650 -2.188 -0.17
C 0.146 -2.871 -2.849 -0.20
C -0.807 -3.510 -3.858 -0.26
C -0.205 -4.746 -4.514 -0.09
H 6.429 -1.692 -1.678 0.08
H 6.734 -0.700 -3.099 0.09
H 5.772 -2.170 -3.243 0.08
H 4.959 0.327 -1.653 0.11
H 4.009 -1.153 -1.781 0.09
H 3.871 -0.793 -4.287 0.13
H 4.796 0.677 -4.113 0.14
H 2.448 1.282 -4.279 0.13
H 2.999 1.657 -2.641 0.09
H 1.284 -0.593 -3.502 0.16
H 0.755 -1.660 -0.497 0.12
H -0.785 -0.887 -2.910 0.14
H -1.387 -1.942 -1.657 0.11
H 0.402 -3.601 -2.073 0.13
H 1.089 -2.621 -3.347 0.11
H -1.070 -2.773 -4.624 0.12
H -1.740 -3.774 -3.351 0.12
H 0.710 -4.500 -5.054 0.08
H -0.900 -5.185 -5.227 0.09
H 0.036 -5.508 -3.772 0.08
```

Output
Spin multiplicity   4
HOMO (spin up / spin down)   -16.3 / -16.4 eV
LUMO energy (spin up / spin down)   -0.3101 / -0.3511 Eh
Total charge   +3
ΔE to the lowest compared entry with this formula, charge and spin   70.4 kJ/mol

***

ORCA calculation (the ωB97M-V functional and the def2-TZVPD basis) on a structure of composition C40H49FN8NaO4.

```
103
Properties=species:S:1:pos:R:3:lowdin_charge:R:1
Na 0.470 -0.544 0.868 0.35
C -5.103 -4.124 4.642 -0.06
C -3.767 -4.773 4.314 -0.19
N -3.063 -4.100 3.219 -0.04
C -2.123 -3.158 3.518 0.04
C -1.453 -2.383 2.631 -0.02
C -0.495 -1.339 3.247 -0.64
O 0.152 -1.728 4.229 0.01
O -0.528 -0.204 2.701 -0.05
C -1.674 -2.587 1.224 -0.29
O -1.086 -2.010 0.297 0.01
C -2.700 -3.611 0.905 -0.03
C -2.962 -3.883 -0.439 0.09
C -3.899 -4.814 -0.773 -0.20
F -4.120 -5.119 -2.076 0.06
C -4.635 -5.499 0.196 -0.17
C -4.372 -5.252 1.527 0.06
C -3.384 -4.325 1.901 -0.13
N -5.626 -6.477 -0.145 -0.10
C -5.130 -7.838 -0.260 -0.14
C -6.284 -8.811 -0.129 -0.08
N -7.315 -8.478 -1.183 0.06
C -7.773 -7.039 -1.091 -0.08
C -6.551 -6.152 -1.213 -0.15
H -5.598 -4.659 5.455 0.08
H -5.771 -4.121 3.778 0.07
H -4.958 -3.090 4.955 0.08
H -3.879 -5.828 4.061 0.11
H -3.104 -4.743 5.175 0.12
H -1.896 -3.042 4.572 0.15
H -2.386 -3.363 -1.194 0.12
H -4.966 -5.772 2.267 0.11
H -4.416 -8.040 0.535 0.14
H -4.607 -8.013 -1.216 0.14
H -6.788 -8.702 0.828 0.14
H -5.985 -9.846 -0.280 0.14
H -8.109 -9.111 -1.113 0.18
H -6.901 -8.628 -2.104 0.18
H -8.258 -6.936 -0.123 0.14
H -8.491 -6.878 -1.892 0.14
H -6.862 -5.113 -1.130 0.15
H -6.116 -6.275 -2.216 0.13
C 2.722 0.492 -2.721 -0.02
C 1.946 -0.604 -3.394 -0.21
C 2.549 -1.460 -4.308 -0.05
C 1.817 -2.444 -4.956 -0.08
C 0.461 -2.571 -4.702 -0.05
C -0.179 -1.732 -3.793 -0.21
C -1.660 -1.832 -3.552 -0.03
C 0.580 -0.761 -3.137 -0.20
N -0.046 0.042 -2.144 0.18
C -0.608 1.125 -2.484 -0.25
C -0.641 1.700 -3.873 0.00
C -1.307 1.921 -1.395 -0.25
C -2.439 2.814 -1.820 0.00
N -0.888 1.772 -0.208 0.18
C -1.478 2.529 0.847 -0.21
C -2.505 1.967 1.607 -0.21
C -3.111 0.638 1.248 -0.03
C -2.987 2.692 2.691 -0.04
C -2.469 3.935 3.015 -0.08
C -1.468 4.488 2.233 -0.05
C -0.964 3.800 1.133 -0.22
C 0.062 4.444 0.237 -0.05
H 3.793 0.365 -2.887 0.08
H 2.526 0.515 -1.646 0.05
H 2.439 1.477 -3.107 0.09
H 3.609 -1.348 -4.513 0.11
H 2.304 -3.111 -5.658 0.10
H -0.121 -3.332 -5.212 0.11
H -2.032 -2.824 -3.815 0.07
H -2.209 -1.107 -4.164 0.08
H -1.909 -1.623 -2.510 0.06
H -0.026 1.124 -4.562 0.09
H -0.287 2.734 -3.855 0.09
H -1.665 1.724 -4.252 0.09
H -3.149 2.257 -2.436 0.09
H -2.068 3.640 -2.433 0.09
H -2.960 3.229 -0.960 0.09
H -2.455 0.055 0.601 0.06
H -4.067 0.776 0.733 0.09
H -3.291 0.050 2.149 0.08
H -3.775 2.261 3.300 0.11
H -2.846 4.476 3.874 0.10
H -1.073 5.470 2.470 0.11
H 0.611 5.225 0.768 0.08
H -0.412 4.921 -0.628 0.08
H 0.772 3.723 -0.172 0.05
C 5.856 1.892 0.395 -0.02
N 4.750 1.020 0.722 -0.09
C 4.793 -0.418 0.520 -0.03
C 3.310 -0.776 0.601 -0.47
O 2.837 -1.890 0.510 0.08
N 2.577 0.380 0.789 0.14
C 3.447 1.373 0.814 -0.40
N 3.056 2.654 0.922 0.22
H 6.778 1.449 0.764 0.10
H 5.755 2.855 0.893 0.08
H 5.949 2.058 -0.682 0.10
H 5.356 -0.928 1.302 0.14
H 5.201 -0.691 -0.456 0.14
H 2.097 2.798 1.197 0.10
H 3.716 3.363 1.186 0.10
```

Output
HOMO   -9.3 eV
LUMO energy   -0.1125 Eh
Total charge   +1
ΔE to the lowest compared entry with this formula, charge and spin   95.2 kJ/mol

***

ORCA calculation (the ωB97M-V functional and the def2-TZVPD basis) on a cluster of 5 separate species, C40H49I2NO15 in total at a distorted geometry.

```
107
Properties=species:S:1:pos:R:3:lowdin_charge:R:1
C 2.639 -2.378 0.208 0.05
C 2.664 -1.605 -0.744 -0.12
C 2.354 -0.737 -2.033 -0.13
C 1.232 0.354 -1.760 -0.07
C -0.069 0.030 -1.342 -0.14
N -0.371 -1.355 -1.150 0.10
C -1.467 -1.762 -1.753 -0.26
C -2.932 -1.718 -1.170 -0.03
C -1.315 -2.425 -3.197 -0.01
C -1.041 1.238 -1.080 -0.23
O -2.232 1.285 -1.356 0.08
C -0.353 2.525 -0.437 -0.04
C -1.073 3.331 0.586 0.05
C -0.323 4.521 1.189 -0.13
C -1.127 5.313 2.319 -0.17
C -1.344 4.243 3.509 -0.19
C 0.033 3.840 4.216 -0.14
C 0.425 2.308 4.002 -0.23
O 1.343 1.959 5.057 -0.25
C 1.769 0.587 4.964 -0.12
C 1.057 4.868 0.734 -0.21
C 1.786 6.107 1.344 -0.65
I 0.845 8.068 1.070 0.90
C 2.989 6.091 2.019 -0.74
C 3.641 7.414 2.607 -0.21
I 4.071 4.251 2.321 0.86
C 1.788 4.034 -0.317 0.01
C 1.070 2.862 -0.886 -0.04
C 1.702 1.858 -1.951 -0.27
O 2.456 2.226 -2.843 0.07
H 2.595 -3.106 1.063 0.04
H 3.334 -0.198 -2.256 0.11
H 2.115 -1.376 -2.935 0.11
H -2.880 -1.067 -0.234 0.09
H -3.559 -1.118 -1.909 0.10
H -3.372 -2.738 -0.951 0.09
H -2.095 -1.979 -3.881 0.09
H -1.629 -3.528 -3.040 0.08
H -0.257 -2.361 -3.578 0.08
H -2.123 3.077 0.922 0.12
H -2.132 5.649 1.898 0.12
H -0.536 6.158 2.771 0.05
H -2.041 4.746 4.248 0.11
H -1.883 3.310 3.147 0.10
H 0.913 4.449 3.835 0.10
H -0.032 4.036 5.331 0.12
H -0.470 1.615 3.952 0.13
H 0.998 2.224 3.013 0.12
H 1.404 -0.011 5.868 0.08
H 1.409 0.109 4.003 0.09
H 2.912 0.565 4.937 0.10
H 3.690 8.253 1.839 0.04
H 3.014 7.768 3.493 0.08
H 4.697 7.255 2.977 0.06
H 2.834 4.291 -0.638 0.10
C 1.982 8.797 -4.834 -0.02
C 3.009 8.205 -3.896 -0.34
C 2.506 7.033 -3.102 -0.11
O 3.327 7.086 -1.938 0.04
C 3.687 8.390 -1.772 -0.56
O 4.218 8.826 -0.795 0.14
O 3.358 9.131 -2.867 0.09
H 2.356 9.724 -5.273 0.09
H 1.737 8.101 -5.638 0.09
H 1.063 9.052 -4.300 0.09
H 3.922 7.956 -4.448 0.16
H 2.634 6.085 -3.625 0.14
H 1.461 7.132 -2.792 0.14
C -1.139 -9.365 -2.561 -0.02
C -1.685 -8.117 -3.215 -0.34
C -0.650 -7.062 -3.471 -0.09
O -1.429 -5.866 -3.452 0.05
C -2.501 -6.114 -2.647 -0.54
O -3.259 -5.277 -2.255 0.14
O -2.592 -7.437 -2.344 0.09
H -1.954 -10.031 -2.272 0.09
H -0.470 -9.901 -3.237 0.09
H -0.592 -9.123 -1.646 0.09
H -2.228 -8.378 -4.128 0.14
H -0.153 -7.187 -4.433 0.14
H 0.108 -6.992 -2.684 0.14
C -6.055 -9.146 -7.118 -0.02
C -4.687 -9.655 -7.512 -0.34
C -4.392 -11.046 -7.031 -0.10
O -2.969 -11.036 -6.937 0.07
C -2.603 -9.745 -6.701 -0.54
O -1.505 -9.401 -6.382 0.15
O -3.656 -8.899 -6.874 0.09
H -6.155 -8.088 -7.369 0.09
H -6.843 -9.704 -7.629 0.09
H -6.210 -9.228 -6.040 0.09
H -4.549 -9.564 -8.594 0.16
H -4.728 -11.812 -7.731 0.14
H -4.802 -11.262 -6.040 0.14
C 1.727 1.939 8.696 -0.01
C 1.650 0.743 9.617 -0.34
C 0.316 0.054 9.611 -0.11
O 0.276 -0.538 10.907 0.06
C 1.053 0.239 11.715 -0.54
O 1.095 0.147 12.902 0.16
O 1.771 1.139 10.984 0.09
H 2.664 2.479 8.851 0.09
H 1.665 1.635 7.650 0.06
H 0.921 2.648 8.903 0.09
H 2.465 0.045 9.396 0.16
H 0.240 -0.708 8.834 0.14
H -0.530 0.742 9.519 0.14
```

Output
HOMO   -7.8 eV
LUMO energy   -0.0234 Eh
Structure (SMILES)   C#CCC1=C(N=C(C)C)C(=O)c2cc(CCCCOC)c(/C(I)=C(/C)I)cc2C1=O.C[C@@H]1COC(=O)O1.C[C@@H]1COC(=O)O1.C[C@@H]1COC(=O)O1.C[C@@H]1COC(=O)O1

***

The calculation returns the following total energy values, one per record and in order: -5265.01383; -3140.12835; -2554.72975; -3332.07584 Ha.